Entry 1:
53
Properties=species:S:1:pos:R:3:forces:R:3:lowdin_charge:R:1 method="wB97M-V/def2-TZVPD" homo_ha="-0.3161 / -0.4255" relative_energy_kj_mol=0.00 homo_lumo_gap_ev="6.63 / 7.61" lumo_energy_ev="-2.0 / -4.0" multiplicity=5 total_charge=+1
O -0.8553 1.0903 -3.1679 0.5 -0.3 -0.6 -0.144
H -0.8025 1.4979 -4.0453 0.0 -0.1 0.3 0.117
Rh -0.2077 0.0209 0.3021 -1.5 -1.5 -0.2 1.221
N 1.4435 0.7825 0.9818 2.1 0.0 1.0 -0.188
N -0.3633 1.8688 -0.2588 -0.4 2.2 -0.6 -0.224
O 2.4584 0.2462 1.7728 0.2 -1.0 0.8 -0.070
O -1.3997 2.4331 -0.9775 -0.4 -0.1 -1.6 -0.101
C 1.7184 2.0535 0.6804 -0.4 0.7 0.0 -0.296
C 0.6772 2.6990 -0.0163 1.1 -0.2 0.2 -0.282
C 2.9934 2.5781 1.2175 0.4 1.4 -0.2 -0.021
C 0.7221 4.0986 -0.5107 0.2 0.5 0.1 -0.016
H 3.8596 1.9721 0.9240 -0.3 0.1 0.1 0.094
H 2.9662 2.6205 2.3168 0.0 -0.1 -0.3 0.102
H 3.1608 3.5950 0.8515 0.0 -0.1 0.1 0.082
H -0.2824 4.4846 -0.7063 0.3 -0.1 0.0 0.081
H 1.3156 4.1785 -1.4335 -0.2 0.0 0.1 0.098
H 1.2113 4.7338 0.2350 -0.1 0.0 -0.2 0.085
H 2.0694 -0.5062 2.2692 0.2 0.9 -0.5 0.064
H -1.3050 2.0156 -1.9104 -0.2 0.7 1.5 0.075
O -1.1206 1.5805 3.3612 -0.4 0.4 0.2 -0.081
H -1.2975 1.7270 4.3082 0.1 -0.1 -0.5 0.053
H -1.5456 2.3419 2.9257 0.3 -0.4 0.2 0.048
C 0.2804 0.2075 -2.9707 -0.2 0.2 -0.2 -0.104
H -0.1042 -0.7452 -2.5864 0.2 0.2 -0.1 0.055
H 0.9784 0.6570 -2.2512 -0.1 -0.1 -0.2 0.072
H 0.7910 0.0186 -3.9204 -0.1 0.0 0.3 0.093
O 2.9002 -1.9070 -3.1153 0.6 -0.1 -0.2 -0.069
H 3.6855 -1.3396 -3.0158 -0.4 -0.3 0.0 0.053
H 3.2199 -2.6511 -3.6565 -0.2 0.4 0.3 0.053
C 0.2794 -1.9583 2.3916 -0.1 -0.3 -0.5 -0.073
N 0.2381 -2.0136 0.8949 -0.1 -2.0 0.5 -0.366
C 1.5468 -2.4478 0.3291 -0.3 -0.1 0.2 -0.066
C -0.8578 -2.9379 0.4156 0.7 0.0 0.3 -0.165
C -1.8106 -2.2521 -0.5434 -0.3 0.4 0.2 -0.184
N -2.1626 -0.8925 -0.0510 -1.1 -0.8 -0.3 -0.385
C -3.0451 -0.2290 -1.0376 -0.1 -0.3 0.2 -0.073
C -2.8920 -0.9408 1.2389 0.0 0.0 -0.3 -0.065
H 1.2878 -2.2078 2.7432 -0.2 0.1 0.1 0.096
H -0.4102 -2.7009 2.8062 0.2 0.2 0.1 0.092
H -0.0355 -0.9637 2.7336 0.2 -0.1 0.2 0.068
H 1.6649 -3.5292 0.5024 0.2 0.3 -0.2 0.102
H 1.5769 -2.2189 -0.7442 0.1 -0.2 0.2 0.077
H 2.3609 -1.9121 0.8271 -0.2 -0.1 -0.3 0.074
H -0.3797 -3.7952 -0.0813 -0.3 0.1 0.1 0.126
H -1.4063 -3.3119 1.2906 0.1 0.0 -0.4 0.112
H -1.3587 -2.1350 -1.5407 -0.2 -0.1 0.3 0.111
H -2.7215 -2.8644 -0.6338 0.1 0.0 -0.1 0.135
H -3.9387 -0.8594 -1.1752 0.1 0.2 -0.1 0.100
H -3.3461 0.7498 -0.6487 0.2 -0.2 -0.2 0.092
H -2.5199 -0.1093 -1.9910 -0.2 0.0 0.2 0.075
H -3.8571 -1.4510 1.0929 0.1 0.1 0.2 0.105
H -2.3165 -1.4618 2.0086 -0.1 0.1 -0.2 0.069
H -3.0638 0.0901 1.5688 0.0 -0.3 0.0 0.092

=====

Entry 2:
61
Properties=species:S:1:pos:R:3:forces:R:3:lowdin_charge:R:1 method="wB97M-V/def2-TZVPD" homo_ha=-0.1717 homo_lumo_gap_ev=6.40 lumo_energy_ev=1.7 multiplicity=1 total_charge=-1
C 5.8211 -0.5583 4.3269 -0.1 0.2 0.3 -0.104
N 5.3214 0.1795 3.1633 0.0 -0.7 -0.3 -0.153
C 6.3177 0.2877 2.1149 0.0 0.1 0.0 -0.136
B 3.9808 -0.3510 2.7302 0.1 0.4 0.0 -0.625
O 4.0107 -1.2908 1.7044 -0.3 -0.3 -0.1 0.087
B 2.5108 0.1314 3.4436 0.2 -0.3 0.1 -0.717
Cl 2.3603 2.0784 3.2521 0.0 0.0 0.0 0.334
H 5.7610 0.0444 5.2402 0.0 0.0 0.0 0.079
H 5.2679 -1.4860 4.5262 0.0 0.1 0.0 0.081
H 6.8682 -0.8470 4.1824 0.0 0.0 0.0 0.072
H 7.2241 0.7632 2.5049 0.0 0.0 0.0 0.078
H 6.6409 -0.6677 1.6530 0.0 0.0 0.1 0.071
H 5.9306 0.9245 1.3160 0.0 -0.1 0.0 0.086
H 4.8761 -1.6908 1.5579 0.0 0.3 -0.1 0.072
H 1.5163 -0.3462 2.9359 0.0 0.0 0.1 -0.018
H 2.5479 -0.1207 4.6416 -0.1 0.1 -0.1 -0.003
O -0.1579 7.4992 3.2742 0.1 0.0 0.0 -0.285
S -1.1927 6.8244 2.5473 0.0 0.1 0.0 0.538
O -2.4934 6.7391 3.1426 -0.1 0.0 0.0 -0.289
O -0.6966 5.4144 2.0881 0.0 -0.1 0.0 -0.268
C -0.0583 4.5291 3.0732 0.1 -0.2 0.1 -0.250
C -1.0602 3.8637 3.9834 -0.1 0.1 0.0 -0.073
C -1.3518 7.5398 0.9456 0.0 0.0 0.0 -0.131
H 0.6826 5.1031 3.6268 0.0 0.1 0.0 0.113
H 0.4660 3.7897 2.4775 0.0 0.1 -0.1 0.058
H -1.5419 4.5753 4.6539 0.0 0.0 0.0 0.070
H -0.5245 3.1168 4.5699 0.0 0.0 0.0 0.077
H -1.8332 3.3627 3.4002 0.0 0.0 0.0 0.084
H -0.3688 7.5820 0.4852 0.0 0.0 0.0 0.072
H -1.7569 8.5390 1.0897 0.0 0.0 0.0 0.070
H -2.0354 6.9294 0.3620 0.0 0.0 0.0 0.071
O 0.5801 -2.4157 -1.9098 0.0 -0.1 0.0 -0.288
S -0.1722 -1.1975 -2.0010 0.0 0.0 -0.1 0.544
O 0.0944 -0.3240 -3.1080 0.0 0.0 0.0 -0.295
O -0.0944 -0.4132 -0.6489 0.0 0.1 0.0 -0.263
C 1.2207 -0.2001 -0.0246 0.2 0.0 0.1 -0.216
C 1.9996 0.9035 -0.6965 0.0 0.0 -0.1 -0.061
C -1.8904 -1.5608 -1.9691 0.0 0.0 0.0 -0.131
H 1.7644 -1.1428 -0.0171 -0.1 0.0 -0.1 0.113
H 0.9886 0.0510 1.0044 -0.1 0.0 0.0 0.085
H 2.3113 0.6287 -1.7047 0.0 0.0 0.0 0.071
H 2.8830 1.1034 -0.0893 0.0 0.0 0.0 0.076
H 1.4027 1.8141 -0.7562 0.0 0.0 0.0 0.083
H -2.0957 -2.2024 -1.1166 0.0 0.0 0.0 0.077
H -2.1273 -2.0735 -2.8969 0.0 0.0 0.0 0.039
H -2.4410 -0.6265 -1.8981 0.0 0.0 0.0 0.075
O -3.7621 -3.2893 -3.9630 0.0 0.0 0.0 -0.276
S -4.8670 -3.9067 -4.6323 0.1 0.0 0.0 0.565
O -6.0350 -4.2374 -3.8778 -0.1 0.0 0.0 -0.271
O -4.3382 -5.1852 -5.4017 0.0 -0.1 0.0 -0.265
C -3.4848 -6.0988 -4.6535 0.1 0.0 0.0 -0.238
C -4.2726 -6.9867 -3.7186 -0.1 0.0 0.0 -0.072
C -5.3270 -2.9582 -6.0369 0.0 0.0 0.0 -0.121
H -2.7331 -5.5118 -4.1263 0.0 0.0 0.0 0.114
H -2.9858 -6.6735 -5.4303 0.0 0.0 0.0 0.121
H -4.7151 -6.4164 -2.9038 0.0 0.0 0.0 0.075
H -3.6025 -7.7356 -3.2948 0.0 0.0 0.0 0.083
H -5.0732 -7.4951 -4.2559 0.0 0.0 0.0 0.084
H -4.4354 -2.7423 -6.6185 0.0 0.0 0.0 0.076
H -5.7706 -2.0415 -5.6542 0.0 0.0 0.0 0.078
H -6.0541 -3.5239 -6.6129 0.0 0.0 0.0 0.074